(1)
Formula: C7H12F2N9NbO2
Source: the Open Molecules 2025 dataset
Level of theory: wB97M-V/def2-TZVPD

```
! RIJCOSX wB97M-V def2-TZVPD def2/J DEFGRID3
* xyz 2 1
Nb 0.0091 -0.1221 -0.3898
N 1.0888 3.0849 -0.7447
C 2.0322 2.2669 -0.1820
N 3.1350 2.6625 0.4320
N 3.5684 1.5701 1.0924
N 2.8326 0.5160 0.8634
N 1.8351 0.9494 -0.0333
C -0.0851 2.8094 -1.4017
N -0.7725 3.7229 -2.1147
N -1.8998 3.0465 -2.4367
N -1.8961 1.7939 -1.9979
N -0.7552 1.6114 -1.2146
H 1.5518 4.0248 -0.9610
C -2.9957 0.1554 0.7019
O -1.7702 -0.5925 0.6856
C -1.2506 -1.1907 1.9748
C -0.3336 -2.3047 1.4904
O 0.7133 -1.6983 0.7218
C 2.1443 -2.2769 0.8510
H -2.9347 0.9830 1.4186
H -3.9243 -0.5116 0.7716
H -3.0614 0.6292 -0.3656
H -2.0797 -1.6121 2.5434
H -0.7672 -0.4213 2.5202
H -0.8889 -3.0336 0.8327
H 0.1035 -2.9213 2.2044
H 2.4652 -2.1301 1.8761
H 2.6815 -1.6964 0.0585
H 2.0080 -3.2784 0.4301
F 0.8225 -2.2970 -2.3559
C -0.0717 -1.2280 -2.1511
F -1.4282 -1.8173 -2.0254
H -0.0763 -0.6941 -3.0945
*
```

Calculated values
LUMO level (alpha / beta), eV: -11.34 / -11.29
HOMO energy (alpha / beta), Ha: -0.6061 / -0.6067
Orbital gap (alpha / beta), eV: 5.15 / 5.22

***

(2)
Formula: C5H7ClOS
Source: the Open Molecules 2025 dataset
Level of theory: wB97M-V/def2-TZVPD

```
! RIJCOSX wB97M-V def2-TZVPD def2/J DEFGRID3
* xyz 0 1
C -1.1837 -0.8141 1.2827
C -1.6457 -0.1015 0.0746
S -3.2064 -0.1351 -0.3624
O -0.6654 0.5560 -0.6101
C 0.6503 0.5470 -0.1605
C 1.1642 1.7937 0.5109
C 1.4483 -0.4545 -0.5322
Cl 3.0737 -0.5934 -0.1225
H -0.6373 -0.1188 1.9558
H -0.3869 -1.5803 0.9514
H -1.9427 -1.3956 1.8552
H 0.5831 2.0717 1.3962
H 2.1968 1.6895 0.7790
H 0.9633 2.6232 -0.2325
H 0.9966 -1.3132 -0.9961
*
```

Calculated values
LUMO level, eV: 0.34
Structure (SMILES): CC(=S)O/C(C)=C/Cl
HOMO energy, Ha: -0.3225
Orbital gap, eV: 9.11

***

The following relative energy (zero: lowest compared OMol25 entry of this formula, charge and spin) values (in kJ/mol) correspond, in order, to the records above: 18.5, 106.8.
The following E values (in hartree) correspond, in order, to the records above: -1173.0495, -1128.2876.